No. 1
# C3H3HgO2

A molecular structure, C3H3HgO2 (ωB97M-V/def2-TZVPD, OMol25).

- highest occupied orbital energy (alpha / beta) (eV) = -14.25 / -14.42
- electronic energy (eV) = -11417.16959
- 2S+1 = 3
- energy relative to the best compared isomer or geometry (same formula, charge and spin) (kcal/mol) = 29.6
- maximum force (Eh/bohr) = 0.06702
- net charge = +1

Geometry (Å):
O 1.0266 0.5474 0.6617
C 0.1214 0.3407 -0.1964
C 0.0649 1.6678 -0.8675
C 0.2266 2.7558 -0.0550
H -0.0016 1.6984 -1.9572
H -0.4928 3.5756 -0.0911
H 1.0967 2.9030 0.5862
O -0.5773 -0.6455 -0.3867
Hg -0.9806 -2.9504 0.3841

Force components x, y, z for each atom (eV/Å):
O -0.11 -1.14 -0.77
C 2.27 0.46 2.55
C -0.02 -0.40 -0.47
C -0.31 1.19 -0.31
H -0.69 0.26 0.12
H 0.43 0.26 -0.66
H -0.71 -0.58 0.53
O -1.12 -0.81 -0.86
Hg 0.27 0.76 -0.14

No. 2
# C3H3I

C3H3I in the gas phase (ωB97M-V/def2-TZVPD, OMol25).

- highest occupied orbital energy (eV) = -9.54
- electronic energy (eV) = -11256.45317
- energy relative to the best compared isomer or geometry (same formula, charge and spin) (kcal/mol) = 31.3
- maximum force (Eh/bohr) = 0.06149
- net charge = 0
- SMILES = IC1=CC1

Geometry (Å):
I 3.9274 -0.0191 -0.0014
C 1.4746 0.2693 -0.0219
C 0.4325 1.0188 -0.0166
C 0.2329 -0.5129 0.1016
H -0.0578 1.9568 -0.0594
H -0.0416 -0.9343 1.0595
H -0.1324 -1.0666 -0.7539

Force components x, y, z for each atom (eV/Å):
I -3.13 0.48 -0.06
C 2.46 -0.24 0.16
C 0.98 -0.47 -0.09
C 0.18 -0.13 -0.06
H -0.29 0.43 0.01
H -0.10 -0.02 0.16
H -0.10 -0.04 -0.12

No. 3
# C3H3IN2O

C3H3IN2O in the gas phase (ωB97M-V/def2-TZVPD, OMol25).

- highest occupied orbital energy (eV) = -9.20
- electronic energy (eV) = -16284.99494
- energy relative to the best compared isomer or geometry (same formula, charge and spin) (kcal/mol) = 46.1
- maximum force (Eh/bohr) = 0.01851
- net charge = 0
- SMILES = IOn1ccnc1

Geometry (Å):
I -0.3622 1.4668 2.9967
O -0.8148 1.4534 0.9831
N -0.2462 0.5310 0.2098
C -0.7300 -0.7275 -0.0404
C 0.1412 -1.2706 -0.9313
N 1.1380 -0.3823 -1.2222
C 0.8941 0.6799 -0.5232
H -1.6220 -1.0899 0.4256
H 0.1238 -2.2384 -1.3894
H 1.4781 1.5776 -0.5087

Force components x, y, z for each atom (eV/Å):
I 0.04 -0.20 -0.54
O -0.39 0.68 0.53
N 0.53 -0.64 -0.24
C -0.27 -0.25 0.12
C -0.19 0.01 0.16
N 0.46 -0.02 -0.32
C 0.06 0.41 0.16
H -0.19 -0.04 0.10
H -0.11 -0.21 -0.04
H 0.06 0.27 0.08

No. 4
# C3H3IN2O

A molecular structure, C3H3IN2O (ωB97M-V/def2-TZVPD, OMol25).

- highest occupied orbital energy (alpha / beta) (eV) = -6.59 / -8.41
- electronic energy (eV) = -16278.38783
- 2S+1 = 3
- energy relative to the best compared isomer or geometry (same formula, charge and spin) (kcal/mol) = 128.6
- maximum force (Eh/bohr) = 0.08478
- net charge = 0

Geometry (Å):
C 0.7530 0.2353 0.3174
C -2.2996 -0.5239 -0.6782
C 2.1398 -0.2309 0.1937
N -0.2139 0.9142 0.0500
N -1.3174 1.5403 -0.0483
O -2.3867 0.6804 -0.2623
I -4.0575 -1.5160 -0.0586
H 2.2072 -1.1875 0.5645
H 2.2451 -0.3051 -0.8344
H 2.9300 0.3933 0.7563

Force components x, y, z for each atom (eV/Å):
C -2.87 3.27 0.34
C -1.13 -2.10 -0.15
C -0.16 2.21 0.92
N 2.41 -2.71 1.04
N 2.00 1.09 0.48
O -0.63 1.70 -0.39
I 0.46 -0.63 -0.14
H 0.12 -2.26 1.08
H 1.37 0.05 -2.08
H -1.59 -0.63 -1.10

No. 5
# C3H3IN2O

A molecular structure, C3H3IN2O (ωB97M-V/def2-TZVPD, OMol25).

- highest occupied orbital energy (alpha / beta) (eV) = -6.51 / -8.29
- electronic energy (eV) = -16277.77513
- 2S+1 = 3
- energy relative to the best compared isomer or geometry (same formula, charge and spin) (kcal/mol) = 142.7
- maximum force (Eh/bohr) = 0.08061
- net charge = 0

Geometry (Å):
C 0.0281 0.4888 -0.7052
C 0.1482 -0.6616 2.6655
C -0.3464 1.2203 -1.8816
N 0.0374 -0.4649 -0.0578
N 0.5120 -1.4615 0.5055
O 0.5805 -1.5489 1.8563
I 0.4304 -1.5691 4.5592
H 0.3514 0.7391 -2.6803
H -1.4413 0.9409 -2.2935
H -0.3004 2.3170 -1.9681

Force components x, y, z for each atom (eV/Å):
C -0.03 2.52 -1.72
C -0.44 0.69 3.07
C -2.13 -1.18 -3.35
N 0.34 -0.48 2.59
N 0.86 -2.59 -2.35
O 0.30 -0.85 -1.30
I -0.50 0.86 0.18
H -1.03 1.10 1.16
H 2.14 0.52 1.05
H 0.48 -0.59 0.67

No. 6
# C3H3IO

2 unconnected molecules or ions with the total composition C3H3IO (ωB97M-V/def2-TZVPD, OMol25).

- highest occupied orbital energy (eV) = -8.94
- electronic energy (eV) = -13302.56161
- energy relative to the best compared isomer or geometry (same formula, charge and spin) (kcal/mol) = 82.8
- maximum force (Eh/bohr) = 0.10265
- net charge = 0

Geometry (Å):
C -2.1648 0.3293 0.9180
C -1.6999 0.3465 -0.1771
C 1.7376 -1.1663 -0.6774
O 2.6141 -0.3394 -1.0245
I 2.4814 -2.8583 0.4021
H -2.4571 0.3716 1.9290
H -1.3878 0.3127 -1.1772
H 3.4758 -0.4846 -0.8419

Force components x, y, z for each atom (eV/Å):
C 0.18 0.17 0.44
C -0.24 -0.12 -0.21
C -1.79 -0.55 0.06
O -3.69 1.87 -1.53
I 0.43 -0.27 0.21
H -0.26 -0.06 0.35
H 0.33 0.00 -0.56
H 5.02 -1.04 1.24

No. 7
# C3H3IO2

A molecular structure, C3H3IO2 (ωB97M-V/def2-TZVPD, OMol25).

- highest occupied orbital energy (alpha / beta) (eV) = -8.33 / -8.33
- electronic energy (eV) = -15348.02556
- energy relative to the best compared isomer or geometry (same formula, charge and spin) (kcal/mol) = 150.1
- maximum force (Eh/bohr) = 0.10282
- net charge = 0

Geometry (Å):
C -0.4399 -0.3053 -2.3613
C -0.7653 -0.3516 -1.2168
C -0.8018 -0.1578 0.1445
O 0.0004 -0.2904 2.2483
O -0.5504 -0.8854 1.1367
I 2.4391 1.1660 1.0591
H 0.0735 -0.3563 -3.2689
H -0.8711 0.9752 0.3178
H 0.9155 0.2055 1.9407

Force components x, y, z for each atom (eV/Å):
C 0.40 -0.13 -0.05
C -0.59 -1.71 0.41
C 0.87 5.08 1.20
O -0.85 0.55 1.19
O 0.31 -2.22 -1.30
I -0.05 0.04 -0.28
H 0.04 0.08 -1.09
H 0.06 -1.56 0.46
H -0.18 -0.12 -0.54

No. 8
# C3H3IS

2 unconnected molecules or ions with the total composition C3H3IS (ωB97M-V/def2-TZVPD, OMol25).

- highest occupied orbital energy (eV) = -8.41
- electronic energy (eV) = -22091.85525
- energy relative to the best compared isomer or geometry (same formula, charge and spin) (kcal/mol) = 25.3
- maximum force (Eh/bohr) = 0.04140
- net charge = 0
- SMILES = C#CC=S.I

Geometry (Å):
C -1.2120 -1.1238 -2.3343
C -0.9246 -0.9614 -1.1733
C -0.4933 -0.3765 0.0026
S 0.2152 1.1167 -0.0832
H -1.2249 -1.5730 -3.2922
H -0.4578 -1.0701 0.8683
I 2.0456 1.2577 2.7059
H 2.0517 2.7304 3.3061

Force components x, y, z for each atom (eV/Å):
C 0.50 -1.00 0.36
C -0.83 0.33 -1.64
C 1.67 0.82 1.04
S -1.22 -1.27 0.05
H -0.44 0.15 -0.41
H -0.15 0.92 -0.08
I 0.43 -0.21 0.50
H 0.04 0.26 0.18